C78H180N12O12 | ωB97M-V/def2-TZVPD

For the energy above the lowest of the compared OMol25 structures with the same formula, charge and spin, the calculation gives 395.4 kJ/mol. The HOMO energy is -7.23 eV. As for the SMILES: CC1(C)CCCC(C)(C)N1O.CC1(C)CCCC(C)(C)N1O.CC1(C)CCCC(C)(C)N1O.CC1(C)CCCC(C)(C)N1O.CC1(C)CCCC(C)(C)N1O.CC1(C)CCCC(C)(C)N1O.COC[C@H](C)N.COC[C@H](C)N.COC[C@H](C)N.COC[C@H](C)N.COC[C@H](C)N.COC[C@H](C)N. As for the HOMO-LUMO gap: 7.8 eV. The energy is -126242.1072 eV.

XYZ file:
```
282
Properties=species:S:1:pos:R:3:forces:R:3:mulliken_charge:R:1
C -0.82900 2.69690 4.13693 0.0 -0.1 0.5 -2.408
C -0.60402 4.13325 4.57231 2.9 0.7 -2.2 1.684
C 0.28096 4.16622 5.83574 -0.5 -0.3 0.9 -2.208
C 0.31898 4.77666 3.43394 -1.1 0.4 0.3 0.076
C 0.31438 6.28632 3.50211 -0.3 0.9 -0.3 -0.881
C -1.09789 6.94099 3.47936 0.3 -1.2 1.7 -0.879
C -2.07380 6.30149 4.58044 1.4 1.6 -1.2 1.311
C -1.82821 6.96368 5.96412 0.1 -0.7 0.6 -1.726
C -3.46744 6.74088 4.06811 -0.3 -1.3 0.9 -2.141
N -1.85720 4.81903 4.58019 -1.2 1.6 -0.6 1.606
O -2.74195 4.18687 5.43946 -1.0 -0.4 0.2 -0.634
H -1.27101 2.62749 3.14299 -0.3 0.1 0.1 0.279
H 0.14227 2.20454 4.08884 0.0 -0.2 0.1 0.568
H -1.47275 2.23831 4.88751 0.1 -0.4 -0.3 0.640
H 1.15975 3.52434 5.77412 -0.4 -0.2 -0.5 0.717
H 0.65796 5.14151 6.14363 -0.2 0.2 -0.2 0.520
H -0.23427 3.73565 6.69437 -0.3 0.1 0.2 0.414
H 1.34407 4.41660 3.52136 0.0 -0.1 0.2 -0.298
H 0.02108 4.56461 2.40712 -0.5 -0.7 0.1 -0.364
H 0.91392 6.58572 4.36176 -0.2 0.4 0.1 0.270
H 0.80141 6.67300 2.60691 0.5 0.0 0.1 0.557
H -1.54888 6.90478 2.48771 0.0 -0.5 -0.1 -0.004
H -1.05253 8.00751 3.69976 0.2 0.0 0.1 0.528
H -2.56649 6.59257 6.67497 -0.2 -0.1 0.1 0.415
H -1.88512 8.04633 6.07691 -0.2 0.1 -0.8 0.402
H -0.86616 6.72149 6.41567 0.2 -0.2 -0.3 0.294
H -3.64076 6.29047 3.09078 -0.1 0.2 0.0 0.420
H -3.62434 7.81953 4.06998 0.6 0.1 -0.3 0.399
H -4.23702 6.38527 4.75322 -0.2 -0.3 0.0 0.376
H -2.49623 4.39553 6.34371 0.2 0.2 0.5 0.296
C -0.46779 -7.10749 -1.62843 0.2 1.1 0.4 -1.385
C 0.06206 -5.88413 -2.49509 0.6 -0.9 -0.3 1.575
C -0.37471 -4.46904 -1.88946 1.2 -1.6 0.2 -0.447
C 1.64305 -5.93144 -2.43036 0.2 -0.9 -0.3 -0.554
C 2.40991 -6.89898 -3.40305 -1.1 0.4 -0.5 -1.153
C 1.85467 -6.77475 -4.83184 -1.2 0.3 0.8 -1.238
C 0.24059 -6.91838 -4.87645 0.4 0.8 -1.4 1.245
C -0.14103 -6.43863 -6.33822 0.5 -0.7 0.3 -1.771
C -0.28124 -8.33225 -4.70371 0.1 -0.5 0.8 -1.891
N -0.38566 -5.99396 -3.91075 4.4 0.9 0.9 1.607
O -1.72047 -5.91901 -3.95917 -2.4 -0.3 -0.4 -0.621
H -1.44737 -7.48377 -1.92327 0.0 0.2 -0.2 0.384
H 0.22049 -7.94865 -1.54576 0.2 0.0 -0.6 0.441
H -0.52941 -6.77240 -0.59306 -0.3 0.1 0.1 -0.272
H 0.33836 -4.34920 -1.07381 -0.1 0.1 0.4 -0.597
H -0.13051 -3.63166 -2.54311 -0.5 -0.2 -0.4 -0.102
H -1.36300 -4.42713 -1.43162 -0.2 -0.1 -0.4 0.429
H 2.08283 -4.93637 -2.49784 -0.3 0.1 -0.5 -0.115
H 1.96234 -6.25882 -1.44093 -0.4 0.0 0.4 0.308
H 3.47426 -6.67346 -3.33670 0.0 0.2 -0.2 0.544
H 2.34142 -7.96186 -3.17131 -0.3 0.0 0.7 0.341
H 2.31707 -7.48504 -5.51725 -0.3 -0.4 0.1 0.562
H 2.14072 -5.80709 -5.24405 -0.4 0.3 0.0 0.294
H -0.28000 -5.36039 -6.41697 -0.1 -0.1 0.1 0.109
H -0.96089 -6.99793 -6.78888 -0.6 0.3 0.5 0.421
H 0.66641 -6.73418 -7.00813 0.4 0.2 0.0 0.486
H -0.11761 -8.65097 -3.67427 0.3 -0.3 0.0 0.391
H 0.16701 -9.05895 -5.38126 0.1 0.1 -0.1 0.400
H -1.36409 -8.39374 -4.81220 0.0 0.3 -0.3 0.383
H -1.83029 -5.04255 -4.33514 -0.5 0.2 -0.4 0.496
C 2.24686 2.71015 -5.32907 0.0 0.1 0.1 -1.365
C 0.80190 2.19752 -5.01745 0.5 -1.5 -0.4 1.582
C 0.86873 0.94498 -4.15630 0.9 -1.5 0.0 -0.968
C 0.05553 3.18002 -4.13014 0.6 1.0 -0.3 0.675
C -0.52577 4.34257 -4.89501 -1.0 -0.9 1.1 -0.739
C -1.53690 3.73809 -5.89056 1.6 1.2 0.2 -1.435
C -0.97339 2.67617 -6.82829 1.4 0.3 -1.9 1.383
C -2.19061 1.90172 -7.44772 1.2 -0.3 -0.3 -1.790
C -0.17074 3.40956 -7.98059 -0.9 -0.7 -0.3 -1.800
N -0.04846 1.72376 -6.16045 -1.5 0.4 0.7 1.204
O 0.57005 0.77453 -7.05573 1.1 2.5 0.8 -0.644
H 2.87813 2.11034 -5.98469 -0.6 -0.5 -0.2 0.342
H 2.32091 3.72062 -5.73101 -0.5 0.2 0.0 0.271
H 2.80669 2.74614 -4.39451 -0.1 0.0 0.3 0.080
H 1.41275 0.15976 -4.68126 0.0 -0.1 -0.3 0.790
H 1.36557 0.98555 -3.18698 0.0 0.7 0.0 -0.981
H -0.13837 0.55796 -4.00115 0.0 0.1 0.1 0.022
H -0.72825 2.66386 -3.57573 0.0 0.0 0.0 0.233
H 0.79062 3.57488 -3.42884 0.1 -0.3 0.3 -1.003
H -1.12879 4.92829 -4.20118 -0.1 0.1 0.2 0.090
H 0.22536 5.06806 -5.20738 0.1 -0.4 -0.9 0.527
H -1.73993 4.65985 -6.43576 -1.1 -0.5 -0.7 0.463
H -2.39116 3.34132 -5.34201 -0.1 0.2 0.0 0.420
H -1.81468 1.35217 -8.31072 0.1 -0.4 0.1 0.367
H -3.02627 2.45192 -7.88023 0.2 0.7 0.5 0.346
H -2.55936 1.20054 -6.69907 -0.1 0.0 0.0 0.311
H -0.90675 4.05880 -8.45482 0.4 0.6 0.0 0.506
H 0.17121 2.76348 -8.78913 -0.3 -0.6 0.2 0.317
H 0.77355 3.87460 -7.69746 -0.4 0.5 0.6 0.281
H -0.09752 0.11242 -7.24953 -0.9 -0.6 0.1 0.324
C -4.03535 -2.89863 0.84038 0.8 1.0 -0.9 -1.699
C -4.42953 -2.37970 2.19882 0.4 -1.2 1.5 1.580
C -5.74053 -1.65977 2.07770 -0.3 2.4 -0.4 -1.548
C -4.59519 -3.63472 3.11953 -0.3 0.9 1.3 -0.262
C -4.81570 -3.25147 4.61715 1.9 1.5 0.1 -0.908
C -3.60495 -2.33966 5.09115 -1.2 -0.4 -0.3 -1.481
C -3.22279 -1.17182 4.16018 2.1 1.1 0.4 1.933
C -3.98733 0.16897 4.44923 -0.4 -1.3 -0.7 -1.806
C -1.66427 -0.93077 4.51005 -1.3 0.3 -0.3 -1.123
N -3.20841 -1.63128 2.77641 -1.1 -0.8 -1.6 0.424
O -2.75655 -0.60606 1.82665 -1.3 -0.4 1.4 1.325
H -3.85651 -2.01303 0.23060 -0.2 0.0 -0.4 0.315
H -3.05408 -3.37315 0.84743 -0.1 -0.4 0.3 -0.126
H -4.77150 -3.52143 0.33215 -0.1 -0.1 0.4 0.409
H -5.56277 -0.68192 1.63015 0.4 0.2 -0.4 0.171
H -6.45199 -2.09803 1.37782 0.0 -0.5 0.3 0.446
H -6.23926 -1.30550 2.97984 0.0 -0.8 0.4 0.260
H -5.47558 -4.24511 2.91842 0.2 0.0 -1.0 0.351
H -3.66390 -4.16790 2.92850 -0.1 -0.5 0.5 -0.620
H -5.72927 -2.68273 4.79049 -0.2 0.1 -0.5 0.465
H -4.91522 -4.07016 5.32984 0.3 -0.4 -0.4 0.497
H -2.71642 -2.94976 5.25361 -0.1 -0.1 -0.2 0.440
H -3.82735 -1.89262 6.06006 -0.1 0.0 0.1 0.468
H -5.05758 -0.03044 4.39522 -0.2 0.0 0.2 0.376
H -3.82194 0.89609 3.65422 0.5 0.1 0.2 0.215
H -3.76593 0.55609 5.44383 0.2 0.1 -0.1 0.475
H -1.26766 0.00517 4.11657 -0.2 0.1 -0.1 -0.215
H -1.06519 -1.73887 4.09033 -0.1 -0.2 0.2 -0.261
H -1.56375 -0.88586 5.59448 0.1 -0.1 0.1 0.648
H -1.81821 -0.79110 1.74367 0.5 -0.4 -0.4 -0.470
C -4.33132 6.07630 0.18391 1.0 0.6 0.2 -1.788
C -3.81471 4.63839 -0.15007 -0.6 0.6 0.7 2.293
C -2.52271 4.77798 -1.00844 -0.9 0.5 -0.7 -2.646
C -3.41451 3.94142 1.17452 -0.5 1.0 -0.6 0.953
C -4.61840 3.51195 1.94827 -0.3 -0.6 0.5 -0.845
C -5.55560 2.61875 1.15933 0.2 0.5 -0.1 -0.485
C -6.05404 3.31772 -0.15770 -0.6 -1.9 0.5 1.445
C -6.57287 2.10775 -1.04217 -0.1 0.4 0.5 -1.632
C -7.21876 4.29183 0.20067 0.1 -0.3 -0.6 -1.853
N -4.92113 3.88525 -0.84342 3.4 -2.1 3.1 0.601
O -5.10313 4.29100 -2.10057 -1.0 1.2 -1.5 -0.410
H -3.47487 6.70098 0.43763 0.4 0.1 -0.2 0.433
H -4.79098 6.60300 -0.65239 -0.2 -0.2 -0.2 0.387
H -4.94051 6.24626 1.07165 -0.4 -0.7 -0.1 0.290
H -2.65578 5.53386 -1.78242 -0.5 -0.3 -0.6 0.512
H -1.66300 5.24637 -0.52924 -0.1 -0.5 1.0 0.307
H -2.23219 3.83191 -1.46523 0.0 0.0 0.0 0.577
H -2.68441 3.15463 0.98475 -0.1 -0.2 0.0 -0.461
H -2.97904 4.69378 1.83210 0.7 0.1 -0.3 -1.208
H -4.24072 3.04722 2.85903 -0.3 -0.3 0.2 0.321
H -5.17055 4.38876 2.28657 0.0 0.2 0.0 0.363
H -6.41296 2.36498 1.78274 -0.2 0.0 -0.1 0.859
H -5.06497 1.66954 0.94390 0.2 0.1 -0.3 -0.587
H -7.53430 1.72757 -0.69692 -0.3 0.3 0.2 0.420
H -5.91075 1.25218 -0.90918 0.3 0.2 -0.2 0.179
H -6.67540 2.32504 -2.10537 0.1 0.2 0.1 0.353
H -7.93251 3.84702 0.89408 0.2 -0.2 0.2 0.388
H -7.82719 4.47312 -0.68535 0.1 0.4 -0.2 0.484
H -6.86496 5.22844 0.63159 0.0 0.0 -0.1 0.301
H -5.58651 5.09856 -1.91136 -0.4 0.9 -1.3 0.389
C 2.50560 -7.24146 5.43825 -0.1 -0.1 -0.7 -2.105
C 1.06296 -7.20457 4.86380 0.2 0.4 0.6 1.613
C 0.63312 -8.58274 4.44301 -0.8 -1.1 0.0 -1.748
C 0.21286 -6.70522 6.06224 -0.8 0.6 0.0 -1.415
C -1.18607 -6.17434 5.72911 -0.1 -0.6 -0.8 -1.316
C -1.08931 -5.10301 4.67184 0.6 -0.4 -0.1 -0.474
C -0.29034 -5.57878 3.39197 -0.1 0.5 0.7 2.083
C -1.15311 -6.50970 2.51295 -0.7 0.4 0.1 -1.790
C -0.00473 -4.21297 2.68310 -0.5 -0.6 -0.7 -0.801
N 0.97490 -6.25072 3.75289 -1.1 2.0 2.7 0.747
O 1.82514 -6.46004 2.70195 0.3 -0.8 -0.8 -0.340
H 3.19366 -7.65642 4.70172 0.1 0.0 -0.1 0.379
H 2.83792 -6.24353 5.72423 0.0 0.1 -0.1 0.420
H 2.56326 -7.88033 6.31952 -0.2 0.0 0.0 0.492
H 1.00930 -9.35454 5.11452 0.4 -0.1 -0.1 0.505
H -0.44672 -8.70877 4.52139 -0.2 0.2 -0.1 0.361
H 0.86938 -8.82085 3.40591 0.4 0.0 0.1 0.200
H 0.09163 -7.47390 6.82547 0.3 -0.4 -0.2 0.497
H 0.74782 -5.88992 6.54929 0.2 0.1 0.0 0.486
H -1.81806 -6.95461 5.30501 0.0 -0.4 0.0 0.317
H -1.75119 -5.83371 6.59670 0.3 0.1 0.2 0.464
H -0.61255 -4.22717 5.11195 0.4 0.0 -0.1 0.548
H -2.08119 -4.74101 4.40118 0.0 -0.2 -0.4 -0.667
H -1.47788 -7.47884 2.89162 0.8 -0.1 0.7 0.265
H -0.65484 -6.72684 1.56813 -0.2 0.3 -0.1 0.250
H -2.13721 -6.04851 2.42951 0.0 0.4 -0.9 0.319
H 0.65926 -4.32185 1.82556 -0.1 -0.2 0.0 -0.480
H 0.32200 -3.38263 3.30909 0.6 -0.5 0.5 0.864
H -0.93407 -3.78010 2.31291 -0.4 -0.3 -0.3 -0.373
H 2.57170 -5.89185 2.90547 0.2 0.3 -0.4 0.395
C 4.99540 -5.83991 2.39613 0.7 -1.1 -0.5 -0.930
O 4.09998 -4.81066 2.07609 0.1 0.5 0.8 -0.425
C 4.29427 -4.26530 0.77380 -1.2 0.6 0.4 -1.323
C 2.95116 -3.53263 0.36307 0.5 -0.1 -0.9 2.161
C 3.11468 -2.80207 -0.97393 0.5 -0.3 0.2 -1.045
N 2.38555 -2.52727 1.31282 1.1 -1.9 -0.3 -0.408
H 4.93024 -6.22171 3.41500 -0.5 0.6 0.2 0.263
H 6.05262 -5.64028 2.22142 0.1 0.7 0.0 0.392
H 4.80735 -6.71157 1.76927 -0.3 -0.2 -0.3 0.371
H 5.12165 -3.55662 0.73776 0.3 0.1 0.2 0.289
H 4.52680 -5.12550 0.14604 -0.2 0.2 -0.7 0.607
H 2.29009 -4.38486 0.20563 -0.7 0.3 0.3 -0.729
H 3.32338 -3.50927 -1.77668 0.3 0.2 -0.1 0.239
H 3.94090 -2.10099 -0.85576 0.2 0.1 -0.2 -0.137
H 2.24778 -2.20935 -1.26591 -0.2 -0.2 0.3 0.103
H 3.18260 -1.98756 1.61863 0.1 0.4 0.3 0.194
H 2.08813 -3.09831 2.09099 0.0 0.4 0.6 0.171
C -3.18947 -3.19169 -4.02506 0.1 0.6 -0.7 -0.975
O -2.02460 -3.20854 -4.87904 -0.8 0.1 1.1 -0.411
C -1.99179 -2.04204 -5.64400 0.6 0.6 -1.9 -0.730
C -1.06293 -2.29313 -6.82863 1.2 -1.2 -0.5 0.369
C 0.37905 -2.53143 -6.33146 0.2 1.1 0.8 -0.827
N -1.04275 -1.22987 -7.85535 0.0 0.1 1.0 -0.533
H -4.07668 -3.35362 -4.63720 -0.1 -0.6 -0.1 0.304
H -3.37206 -2.18232 -3.65636 0.4 0.0 0.6 0.409
H -3.06778 -3.92793 -3.23056 -0.1 0.2 -0.1 0.352
H -2.96834 -1.77186 -6.04582 -0.5 -0.2 0.1 0.458
H -1.61803 -1.14735 -5.14606 0.1 0.0 0.7 0.133
H -1.34509 -3.21260 -7.34153 -0.5 -0.3 0.3 0.279
H 0.66046 -1.68994 -5.69837 0.0 0.6 -0.3 -0.197
H 1.12207 -2.56267 -7.12835 -0.1 -0.3 -0.1 0.638
H 0.55475 -3.31761 -5.59720 -0.6 -0.7 -0.5 0.104
H -0.41263 -1.50172 -8.59639 -0.1 -0.1 -0.2 0.255
H -1.95873 -1.03536 -8.23384 -0.1 -0.1 -0.1 0.284
C 4.39254 3.88404 1.37909 -0.8 1.4 -0.3 -0.195
O 4.32408 4.69967 2.51422 0.4 -0.7 2.4 -0.485
C 4.23770 3.90437 3.71689 0.4 1.3 0.0 -0.607
C 4.30681 4.82996 4.97254 -0.3 -0.1 -1.4 0.938
C 5.68786 5.40854 5.24454 0.5 -1.1 -0.1 -1.541
N 3.70270 4.07393 6.05501 1.0 -0.1 -0.1 -0.804
H 5.37439 3.43648 1.22488 -0.1 -0.1 -0.1 0.311
H 4.14951 4.66745 0.66126 0.3 -0.7 -0.9 -0.062
H 3.56849 3.17089 1.40004 0.2 -0.5 -0.2 0.271
H 3.31125 3.33172 3.67357 -0.4 0.1 0.2 0.127
H 5.02008 3.14850 3.78493 0.4 0.0 -0.2 0.347
H 3.70212 5.70568 4.73679 -0.4 0.2 -0.3 -0.048
H 6.11585 5.82322 4.33188 -0.4 0.5 0.0 0.286
H 6.41551 4.63134 5.47823 -0.1 -0.3 0.4 0.360
H 5.69876 6.11511 6.07444 -0.1 0.2 -0.2 0.431
H 3.76253 4.62980 6.89616 -0.5 -0.2 0.2 0.299
H 2.75347 3.88088 5.76900 0.1 0.2 0.6 0.012
C 3.94306 0.95093 -1.70487 -1.9 0.3 -1.0 -0.330
O 4.70540 0.84687 -0.56035 2.5 -0.1 -0.3 0.238
C 5.94122 0.10964 -0.81684 -1.7 -0.4 1.4 -1.334
C 6.34335 -0.43784 0.54428 0.7 1.2 1.7 1.126
C 6.88978 0.66732 1.52523 -1.1 0.5 -0.6 -1.180
N 7.30606 -1.48850 0.36155 0.1 -0.4 -0.6 -0.594
H 4.41647 0.92419 -2.68633 0.8 0.0 0.2 0.449
H 3.37585 1.88172 -1.70317 0.0 0.2 0.2 -0.345
H 3.19819 0.15544 -1.72672 -0.2 -0.3 -0.1 -0.014
H 5.70985 -0.69099 -1.51939 0.0 -0.3 0.1 0.461
H 6.77080 0.66271 -1.25731 -0.2 0.7 0.0 0.453
H 5.50579 -0.80358 1.13825 -0.5 -0.4 -0.7 -0.213
H 7.12353 0.23563 2.49842 0.5 -0.1 -0.2 0.473
H 6.10804 1.39413 1.74594 -0.4 -0.1 0.0 -0.122
H 7.66144 1.32722 1.12877 0.6 -0.5 -0.1 0.336
H 8.02172 -1.05343 -0.20293 0.6 -0.4 0.0 0.327
H 7.72149 -1.76055 1.24104 0.1 0.0 0.1 0.312
C 1.33162 6.34528 -2.89558 0.6 1.7 0.8 -0.521
O 2.46611 5.57799 -3.10315 2.3 -0.3 -0.8 0.161
C 3.66554 6.34866 -3.43188 1.4 -1.6 0.5 -0.991
C 5.01176 5.42441 -3.32959 -1.4 0.1 -0.9 0.499
C 5.17452 4.78313 -1.91622 -0.7 0.3 -1.9 -0.545
N 6.22609 6.08565 -3.78714 0.2 1.2 1.1 -0.743
H 0.54767 5.78776 -2.38307 0.0 -0.2 -0.5 -0.272
H 1.01567 6.89959 -3.77935 -0.4 -0.4 -0.3 0.320
H 1.66836 7.13025 -2.21843 -0.5 0.4 0.5 0.419
H 3.65553 6.78389 -4.43117 -0.4 -0.3 -0.4 0.319
H 3.90622 7.19597 -2.78982 -0.8 0.2 0.7 0.377
H 4.92492 4.74106 -4.17434 -0.7 -1.1 0.7 -0.003
H 5.23772 5.56302 -1.15736 0.2 0.0 0.0 0.467
H 6.02322 4.09975 -1.88771 0.0 0.2 0.1 0.350
H 4.25335 4.21714 -1.77760 0.1 -0.1 0.4 -0.261
H 6.47000 6.77465 -3.09007 0.5 0.2 0.5 0.292
H 6.06837 6.68493 -4.58469 -0.3 -0.3 -0.6 0.247
C 0.86863 3.24507 -0.59157 0.5 0.4 -0.1 1.084
O 0.60354 1.99953 -1.12998 -1.3 -2.3 1.1 1.587
C 0.61753 0.94679 -0.09913 -0.3 -1.0 -1.7 -1.751
C 0.03494 -0.41336 -0.73179 -1.8 1.2 -0.2 2.799
C -1.38961 -0.24212 -1.35100 0.3 1.2 -1.1 -1.127
N -0.12664 -1.47784 0.22136 0.5 0.1 1.8 0.531
H 0.48829 3.99405 -1.28617 0.2 0.0 0.0 -1.651
H 1.95307 3.31241 -0.50466 0.3 0.6 0.3 -0.641
H 0.40946 3.41671 0.38197 -0.1 -0.1 0.2 0.139
H 1.66232 0.80910 0.17935 0.2 -0.2 0.2 0.242
H 0.05834 1.20235 0.80091 -0.3 0.3 -0.1 0.033
H 0.68623 -0.68195 -1.56352 0.3 0.1 -0.2 -0.495
H -1.61243 -1.10071 -1.98446 0.0 -0.2 0.0 0.075
H -1.43973 0.63086 -2.00177 0.5 0.0 -0.5 -0.089
H -2.28988 -0.02274 -0.77699 0.5 -0.5 1.2 -0.104
H -0.50061 -2.36288 -0.09001 -0.4 0.3 -0.7 -0.371
H 0.73868 -1.73981 0.67156 0.4 0.1 0.1 0.016
```
Forces are in eV/Å.